1.
Entry from the OMol25 dataset: 4 unconnected molecules or ions with the total composition C3H4N2O3 in a non-equilibrium geometry (the ωB97M-V functional and the def2-TZVPD basis).

Structure (XYZ):
```
12
Properties=species:S:1:pos:R:3:forces:R:3
H -1.08927 -1.93957 -0.92550 -2.249 2.857 3.002
H -1.13338 1.60398 -0.94947 2.636 -1.234 2.345
C 2.18544 -0.22528 0.19044 1.373 -2.927 -3.855
H -2.40424 0.70920 -0.43167 1.035 -4.126 0.996
C -0.23976 1.11169 -0.24440 -0.331 1.155 -1.485
O 1.94564 0.96295 0.60607 0.137 2.874 1.006
O 3.22016 -0.77207 -0.29839 -4.566 2.366 3.088
O 0.94204 -0.88901 0.11553 0.285 -1.626 -1.127
N 0.81171 1.75029 -0.05343 2.934 2.832 -0.957
C -1.59686 -0.86014 0.06125 2.291 0.543 -0.492
N -0.21576 -0.11821 0.22380 -5.418 -3.562 1.059
H -2.42573 -1.33384 1.70576 1.874 0.848 -3.581
```
Positions in Å, forces in eV/Å.

- energy relative to the best compared isomer or geometry (same formula, charge and spin) (kcal/mol) = 338.3
- orbital gap (eV) = 7.591
- F_max (Eh/bohr) = 0.128
- E_HOMO (Eh) = -0.3537
- DFT total energy (eV) = -12284.325
- LUMO (eV) = -2.03

2.
Entry from the OMol25 dataset: a molecular structure, C3H4N2O3 in a non-equilibrium geometry (the ωB97M-V functional and the def2-TZVPD basis).

Structure (XYZ):
```
12
Properties=species:S:1:pos:R:3:forces:R:3
H -3.10419 -0.51297 0.33624 0.170 -0.904 0.534
C -0.98618 -0.34597 -0.07622 -1.965 -0.776 -0.304
H 1.12700 1.91729 -1.21708 -2.752 -0.741 5.034
C 1.26360 -0.59173 -0.12127 -1.589 -0.459 1.530
O 0.59472 -1.82341 -0.09846 0.845 0.677 -0.684
O 0.52332 1.69944 -0.10328 2.680 2.545 -4.886
H 3.12711 0.33492 1.08403 -2.318 -3.040 -3.871
N -2.35718 0.04116 -0.00993 3.202 6.177 0.875
O 2.62749 -0.52364 -0.01836 -0.249 2.294 2.887
N -0.86077 -1.62538 -0.20113 3.464 -0.052 0.776
H -2.24539 1.03355 0.50619 -1.404 -2.921 -1.563
C 0.29045 0.39674 -0.08073 -0.084 -2.799 -0.328
```
Positions in Å, forces in eV/Å.

- energy relative to the best compared isomer or geometry (same formula, charge and spin) (kcal/mol) = 171.3
- orbital gap (eV) = 7.272
- F_max (Eh/bohr) = 0.136
- E_HOMO (Eh) = -0.3229
- DFT total energy (eV) = -12291.565
- LUMO (eV) = -1.51

3.
Entry from the OMol25 dataset: 2 unconnected molecules or ions with the total composition C3H4N2O4 in a non-equilibrium geometry (the ωB97M-V functional and the def2-TZVPD basis).

Structure (XYZ):
```
13
Properties=species:S:1:pos:R:3:forces:R:3
N -1.70788 -3.26494 -0.34888 1.805 4.345 -1.165
C -0.90093 -1.35311 -0.76643 -1.046 -2.831 1.103
H -0.85413 1.44865 0.11736 0.113 -0.112 -0.064
H 1.03105 -0.92313 0.00923 0.004 0.001 0.059
C -0.19841 0.83359 -0.51280 0.067 0.032 0.715
H 0.74567 1.35655 -0.67106 -0.071 -0.074 0.020
O -1.28000 -3.65123 0.66920 -0.082 -0.754 0.585
O -2.43306 -3.61331 -1.18914 -0.521 -0.771 -0.098
O -0.81127 0.64727 -1.76721 -0.396 -0.237 -0.909
C 0.00113 -0.57370 0.10531 0.217 0.017 0.020
H -0.27689 -0.60998 1.15775 -0.013 0.002 -0.029
N -1.37079 -0.72591 -1.76940 0.223 0.269 0.219
O -2.10374 -1.01290 -2.68071 -0.300 0.113 -0.456
```
Positions in Å, forces in eV/Å.

- energy relative to the best compared isomer or geometry (same formula, charge and spin) (kcal/mol) = 219.7
- orbital gap (eV) = 8.182
- F_max (Eh/bohr) = 0.094
- E_HOMO (Eh) = -0.3383
- DFT total energy (eV) = -14337.167
- LUMO (eV) = -1.02